# C24H19AsMnO5

A structure of composition C24H19AsMnO5 in a non-equilibrium geometry (ωB97M-V/def2-TZVPD, the Open Molecules 2025 dataset).

Element x y z (Å)
Mn -0.5551 1.4752 -2.9173
C -0.6293 2.2947 -1.2301
O -0.7690 2.8828 -0.2385
C -0.6430 3.1410 -3.6393
O -0.5899 4.1918 -4.1273
C -2.3860 1.1704 -2.8298
O -3.5414 1.2640 -2.8040
C 1.2913 1.2715 -2.8227
O 2.4198 1.1409 -2.5988
C -0.5300 -0.2889 -3.9731
H 0.3860 -0.8932 -3.8791
H -1.4504 -0.8856 -3.8382
C -0.5542 0.8797 -4.8119
H -1.4853 1.1970 -5.3011
H 0.3523 1.2259 -5.3268
O 0.1325 -0.4189 -1.3156
As 0.1947 -0.4338 0.3712
C -1.5323 -0.0901 1.1888
C -1.6210 0.0065 2.5831
C -2.8613 0.2403 3.1872
C -4.0031 0.3732 2.3921
C -3.9139 0.2522 1.0012
C -2.6767 -0.0010 0.3954
C 0.6677 -2.2351 0.8081
C 1.8951 -2.7427 0.3675
C 2.2704 -4.0412 0.7337
C 1.4017 -4.8340 1.4964
C 0.1512 -4.3352 1.8848
C -0.2277 -3.0369 1.5243
C 1.5153 0.8362 1.0105
C 2.8285 0.7549 0.5379
C 3.8054 1.6253 1.0391
C 3.4650 2.5669 2.0172
C 2.1497 2.6449 2.4905
C 1.1715 1.7789 1.9842
H -0.7287 -0.0934 3.1995
H -2.9274 0.3199 4.2735
H -4.9706 0.5639 2.8582
H -4.8043 0.3580 0.3774
H -2.5919 -0.1315 -0.6839
H 2.5347 -2.1382 -0.2745
H 3.2371 -4.4332 0.4086
H 1.6982 -5.8459 1.7816
H -0.5373 -4.9579 2.4597
H -1.2145 -2.6565 1.7832
H 3.0908 0.0191 -0.2209
H 4.8287 1.5589 0.6608
H 4.2271 3.2419 2.4100
H 1.8791 3.3817 3.2510
H 0.1504 1.8356 2.3560

- net charge = +3
- energy relative to the best compared isomer or geometry (same formula, charge and spin) (eV) = 0.000
- spin multiplicity = 5
- LUMO (alpha / beta) (eV) = -9.78 / -14.20
- E_HOMO (alpha / beta) (hartree) = -0.623 / -0.645
- E (eV) = -127556.500
- <S²> = 6.0776